No. 1
Density functional theory data (wB97M-V/def2-TZVPD) for a 6-piece molecular cluster, C38H74N2O21P5S overall.

```
! RIJCOSX wB97M-V def2-TZVPD def2/J DEFGRID3
* xyz 1 1
C 1.55 6.16 -2.15
C 1.04 5.14 -1.77
C 0.36 3.90 -1.48
N -0.81 4.03 -0.93
N -1.48 2.91 -0.68
C -2.84 3.06 -0.07
C -3.26 4.49 0.12
C -3.44 5.41 -0.91
C -3.87 6.69 -0.64
C -4.14 7.07 0.67
C -3.97 6.19 1.72
C -4.27 6.53 3.15
C -3.53 4.91 1.41
C -0.98 1.72 -0.99
C -1.83 0.52 -0.67
C -1.76 0.24 0.86
C -0.56 -0.69 1.19
C 0.63 0.08 1.77
O 1.09 -0.53 2.97
C 0.29 1.53 -1.56
C 0.86 0.20 -1.88
C 0.39 -0.63 -2.84
C 1.02 2.69 -1.83
C 2.38 2.64 -2.43
S 2.19 2.27 -4.21
C 2.72 3.78 -5.07
C 1.55 4.72 -5.46
H 2.06 6.91 -2.71
H -2.91 2.55 0.88
H -3.53 2.59 -0.77
H -3.26 5.11 -1.94
H -3.99 7.37 -1.47
H -4.51 8.07 0.89
H -5.15 5.98 3.50
H -4.47 7.59 3.31
H -3.46 6.25 3.82
H -3.41 4.20 2.23
H -2.86 0.66 -1.02
H -1.48 -0.37 -1.17
H -2.71 -0.21 1.16
H -1.59 1.14 1.46
H -0.82 -1.42 1.96
H -0.23 -1.18 0.27
H 0.40 1.14 1.96
H 1.47 0.06 1.06
H 1.52 0.16 3.48
H 1.75 -0.11 -1.33
H 0.21 -1.67 -2.56
H 0.24 -0.33 -3.87
H 2.87 3.60 -2.29
H 2.96 1.86 -1.96
H 3.21 3.48 -5.99
H 3.41 4.31 -4.42
H 0.60 4.38 -5.04
H 1.74 5.69 -5.01
H 1.45 4.82 -6.53
C -0.35 4.70 3.37
O -0.76 5.26 4.63
P -0.32 4.56 6.07
O -1.54 4.71 6.89
O 0.79 5.69 6.43
C 1.74 6.12 5.46
O 0.55 3.40 6.79
C -0.15 2.30 7.39
H -1.23 4.62 2.73
H 0.37 5.36 2.89
H 0.09 3.71 3.49
H 1.36 7.01 4.95
H 1.95 5.35 4.71
H 2.66 6.37 5.97
H -0.97 1.95 6.77
H -0.53 2.61 8.36
H 0.56 1.49 7.52
C -6.57 -2.55 -4.11
O -6.58 -1.51 -3.09
P -5.96 -0.02 -3.40
O -5.28 0.33 -2.13
O -7.41 0.68 -3.51
C -8.45 0.11 -4.32
O -5.32 1.14 -4.39
C -3.95 1.46 -4.13
H -6.16 -3.46 -3.67
H -7.59 -2.74 -4.43
H -5.97 -2.28 -4.98
H -9.08 -0.53 -3.71
H -8.05 -0.47 -5.16
H -9.05 0.92 -4.72
H -3.36 0.56 -3.99
H -3.89 2.10 -3.25
H -3.56 2.02 -4.99
C 0.44 -4.83 -0.08
O -0.54 -4.81 -1.13
P -1.51 -6.18 -1.42
O -1.42 -5.95 -2.90
O -2.83 -5.46 -0.80
C -2.84 -5.01 0.56
O -2.40 -7.58 -1.52
C -2.11 -8.50 -2.58
H 1.39 -4.49 -0.49
H 0.14 -4.14 0.71
H 0.55 -5.83 0.33
H -2.55 -3.96 0.61
H -2.17 -5.60 1.20
H -3.85 -5.11 0.94
H -1.03 -8.62 -2.73
H -2.57 -8.15 -3.49
H -2.53 -9.46 -2.30
C 7.10 -4.42 -3.75
O 6.37 -5.32 -2.89
P 4.78 -5.66 -3.19
O 4.20 -5.71 -1.83
O 5.05 -7.15 -3.77
C 6.08 -7.38 -4.73
O 3.52 -5.44 -4.18
C 2.45 -4.61 -3.70
H 7.62 -3.69 -3.13
H 7.85 -4.99 -4.32
H 6.45 -3.90 -4.45
H 7.00 -7.69 -4.22
H 6.29 -6.50 -5.34
H 5.76 -8.19 -5.38
H 2.83 -3.73 -3.20
H 1.81 -5.19 -3.04
H 1.85 -4.31 -4.56
C 7.04 -2.48 5.31
O 6.08 -1.45 5.66
P 4.46 -1.76 5.60
O 3.91 -0.49 5.07
O 4.28 -1.85 7.20
C 5.17 -2.62 8.01
O 3.32 -2.87 5.33
C 2.56 -2.73 4.12
H 7.76 -2.06 4.61
H 7.57 -2.79 6.21
H 6.57 -3.35 4.86
H 5.96 -1.97 8.39
H 5.62 -3.44 7.45
H 4.62 -3.03 8.85
H 3.20 -2.47 3.28
H 1.81 -1.97 4.26
H 2.07 -3.68 3.91
*
```

Values from the calculation:
total energy	-143851.4693	eV
HOMO	-11.207	eV
Kohn-Sham gap	0.26433	Ha
largest force on an atom	8.6	eV/Å

Löwdin population analysis, charges in e, atoms 1 to 6: atom 1 (C): 0.173, atom 2 (C): -0.045, atom 3 (C): -0.199, atom 4 (N): 0.221, atom 5 (N): 0.023, atom 6 (C): -0.031

No. 2
Density functional theory data (wB97M-V/def2-TZVPD) for C38H75FI2N5O5S3 as an isolated structure.

```
! RIJCOSX wB97M-V def2-TZVPD def2/J DEFGRID3
* xyz 0 4
C -5.08 -0.78 0.24
C -3.63 -1.48 -0.07
N -2.79 -1.79 1.15
C -2.75 -3.26 1.48
C -4.20 -4.03 1.46
C -3.12 -0.92 2.34
S -4.21 -1.27 3.59
S -2.16 0.72 2.49
C -2.26 1.19 4.33
C -0.97 2.13 4.74
C -0.42 1.59 6.23
N -1.53 1.57 7.28
C -1.11 0.80 8.52
I -1.38 -1.35 7.99
C 0.46 0.96 8.94
C 0.95 2.49 9.26
I 0.69 -0.17 10.85
S -2.06 3.20 7.63
O -3.28 3.50 6.70
O -2.54 3.44 9.08
F -0.87 4.42 7.30
H -5.70 -1.27 1.11
H -5.74 -0.94 -0.74
H -4.98 0.40 0.35
H -3.72 -2.43 -0.78
H -3.02 -0.68 -0.71
H -2.15 -3.42 2.48
H -2.09 -3.78 0.62
H -4.32 -4.81 0.56
H -5.13 -3.33 1.52
H -4.23 -4.71 2.44
H -3.27 1.82 4.43
H -2.24 0.26 5.05
H -0.09 1.90 3.97
H -1.20 3.28 4.73
H 0.07 0.53 6.04
H 0.47 2.32 6.50
H -1.79 0.97 9.46
H 1.19 0.39 8.18
H 1.49 3.02 8.36
H 0.03 3.15 9.63
H 1.69 2.44 10.18
C 5.53 -2.63 5.25
C 4.00 -2.68 5.48
C 3.37 -3.96 4.85
C 3.16 -3.88 3.34
C 2.38 -2.63 2.98
C 3.06 -1.34 3.51
N 3.37 -1.41 4.98
O 2.16 -1.23 5.68
C 4.35 -1.08 2.68
C 2.16 -0.11 3.15
C 3.89 -2.88 7.04
H 5.85 -2.00 4.42
H 6.05 -2.21 6.12
H 5.95 -3.63 5.07
H 2.39 -4.16 5.31
H 3.99 -4.84 5.07
H 4.12 -3.92 2.82
H 2.61 -4.76 3.01
H 2.28 -2.58 1.89
H 1.36 -2.71 3.37
H 4.92 -0.24 3.08
H 4.11 -0.84 1.64
H 5.01 -1.95 2.62
H 1.15 -0.20 3.55
H 2.05 -0.01 2.06
H 2.60 0.82 3.52
H 4.24 -1.99 7.58
H 4.50 -3.73 7.36
H 2.86 -3.09 7.36
C 0.05 2.76 -3.22
C 1.07 2.44 -2.09
C 2.51 2.88 -2.47
C 3.23 1.93 -3.42
C 3.20 0.51 -2.88
C 1.75 0.02 -2.60
N 0.97 0.98 -1.74
O 1.44 0.83 -0.42
C 1.04 -0.21 -3.96
C 1.83 -1.41 -1.98
C 0.62 3.40 -0.93
H -0.19 1.93 -3.87
H -0.92 3.07 -2.81
H 0.41 3.57 -3.86
H 3.12 2.97 -1.57
H 2.49 3.88 -2.92
H 2.79 1.99 -4.42
H 4.27 2.26 -3.54
H 3.69 -0.15 -3.60
H 3.80 0.46 -1.96
H -0.01 -0.46 -3.82
H 1.50 -1.05 -4.51
H 1.11 0.64 -4.64
H 2.42 -1.45 -1.07
H 2.29 -2.12 -2.68
H 0.82 -1.80 -1.76
H -0.36 3.12 -0.54
H 0.55 4.43 -1.29
H 1.33 3.41 -0.09
C -3.07 2.54 -9.34
C -1.73 1.83 -9.00
C -1.39 0.73 -10.05
C -2.15 -0.57 -9.86
C -2.00 -1.08 -8.44
C -2.44 -0.03 -7.39
N -1.78 1.31 -7.59
O -0.45 1.20 -7.14
C -3.99 0.10 -7.45
C -2.19 -0.61 -5.96
C -0.67 2.97 -9.22
H -3.93 2.18 -8.79
H -3.02 3.61 -9.10
H -3.31 2.46 -10.41
H -0.32 0.49 -10.00
H -1.57 1.10 -11.07
H -3.20 -0.44 -10.13
H -1.76 -1.33 -10.56
H -2.59 -2.00 -8.32
H -0.96 -1.37 -8.27
H -4.34 0.91 -6.80
H -4.48 -0.82 -7.11
H -4.38 0.27 -8.45
H -1.14 -0.89 -5.80
H -2.78 -1.52 -5.79
H -2.48 0.11 -5.18
H -0.78 3.77 -8.48
H -0.79 3.42 -10.22
H 0.37 2.60 -9.18
*
```

Values from the calculation:
total energy	-109720.4551	eV
HOMO (spin up / spin down)	-8.308 / -8.308	eV
Kohn-Sham gap (spin up / spin down)	0.27220 / 0.27211	Ha
largest force on an atom	8.5	eV/Å

Löwdin population analysis, charges in e, atoms 1 to 6: atom 1 (C): -0.140, atom 2 (C): -0.243, atom 3 (N): -0.246, atom 4 (C): -0.259, atom 5 (C): -0.143, atom 6 (C): -0.940